(1)
{"formula": "C6H18NaO6", "method": "ωB97M-V/def2-TZVPD", "elements": ["Na", "C", "C", "O", "O", "H", "H", "H", "H", "H", "H", "C", "C", "O", "O", "H", "H", "H", "H", "H", "H", "C", "C", "O", "O", "H", "H", "H", "H", "H", "H"], "xyz": [[-0.419, 0.395, -0.211], [-1.339, -0.136, -2.973], [-0.123, 0.715, -3.394], [0.396, 1.368, -2.287], [-1.206, -1.086, -1.897], [-1.665, -0.669, -3.866], [-2.206, 0.462, -2.695], [-0.557, 1.460, -4.061], [0.712, 0.085, -3.700], [1.350, 1.417, -2.383], [-1.519, -1.950, -2.175], [2.303, 1.327, 1.107], [1.177, 2.302, 1.570], [0.337, 2.732, 0.467], [1.735, 0.159, 0.692], [3.016, 1.104, 1.901], [2.951, 1.599, 0.274], [1.622, 3.099, 2.166], [0.512, 1.862, 2.313], [0.887, 3.240, -0.134], [2.387, -0.532, 0.552], [-1.781, -1.565, 1.910], [-0.598, -2.584, 1.999], [-0.047, -2.611, 0.724], [-1.423, -0.189, 1.983], [-2.472, -2.053, 2.597], [-2.379, -1.664, 1.004], [-1.066, -3.555, 2.156], [0.144, -2.284, 2.739], [0.909, -2.663, 0.795], [-1.638, 0.213, 2.828]], "mulliken_charge": [0.673, -0.783, -0.233, -0.453, -0.467, 0.508, 0.350, 0.228, 0.372, 0.277, 0.301, -0.345, -0.505, -0.500, -0.333, 0.393, 0.317, 0.390, 0.172, 0.328, 0.217, -0.587, -0.331, -0.472, -0.442, 0.483, 0.285, 0.324, 0.300, 0.257, 0.274], "total_charge": 1, "de_lowest_ev": 1.190, "homo_energy_ha": -0.4854, "spin_multiplicity": 1, "orbital_gap_ev": 10.4, "largest_force_ev_per_a": 3.30}

***

(2)
{"formula": "C6H18O2", "method": "ωB97M-V/def2-TZVPD", "elements": ["C", "C", "C", "C", "C", "C", "H", "H", "H", "H", "H", "H", "H", "H", "H", "H", "H", "H", "H", "H", "H", "H", "O", "H", "H", "O"], "xyz": [[-1.929, 1.546, 0.523], [-1.223, 0.312, 1.136], [0.305, 0.420, 1.293], [0.995, -0.572, 0.348], [2.519, -0.296, 0.518], [0.684, -2.101, 0.566], [-1.233, 2.137, -0.046], [-2.843, 1.232, 0.101], [-2.123, 2.310, 1.409], [-1.572, -0.653, 0.658], [-1.652, 0.239, 2.115], [0.591, 0.275, 2.351], [0.735, 1.390, 0.956], [0.696, -0.350, -0.698], [2.883, 0.701, 0.113], [3.112, -1.137, 0.161], [2.832, -0.361, 1.500], [-0.074, -2.214, 1.370], [0.163, -2.375, -0.323], [1.547, -2.634, 0.946], [0.360, 1.864, -2.864], [0.500, 0.649, -3.521], [-0.251, 1.232, -3.332], [-1.780, -0.767, -2.519], [-1.478, 0.009, -1.222], [-1.764, -0.856, -1.541]], "mulliken_charge": [-1.510, -0.766, -0.547, 1.264, -1.744, -1.348, 0.367, 0.376, 0.358, 0.588, 0.398, 0.294, 0.296, -0.232, 0.327, 0.468, 0.459, 0.259, 0.303, 0.458, 0.304, 0.316, -0.639, 0.293, 0.240, -0.582], "de_lowest_ev": 1.164, "homo_energy_ha": -0.3836, "spin_multiplicity": 1, "orbital_gap_ev": 10.9, "largest_force_ev_per_a": 3.79, "smiles": "CCCC(C)C.O.O"}

***

(3)
{"formula": "C6H18O2", "method": "ωB97M-V/def2-TZVPD", "elements": ["C", "C", "C", "C", "C", "C", "H", "H", "H", "H", "H", "H", "H", "H", "H", "H", "H", "H", "H", "H", "H", "H", "O", "H", "H", "O"], "xyz": [[-2.461, -0.384, -0.234], [-1.530, -0.139, 1.013], [-0.423, 0.864, 0.702], [0.916, 0.149, 0.470], [1.919, 1.247, 0.013], [1.526, -0.688, 1.639], [-2.961, -1.283, -0.324], [-3.100, 0.515, -0.275], [-1.773, -0.323, -1.042], [-1.106, -1.068, 1.332], [-2.156, 0.320, 1.847], [-0.162, 1.705, 1.479], [-0.739, 1.403, -0.094], [0.735, -0.602, -0.242], [2.729, 1.299, 0.760], [1.441, 2.123, -0.145], [2.482, 0.855, -0.895], [0.724, -1.470, 1.924], [2.512, -1.128, 1.365], [1.583, 0.029, 2.456], [0.272, 1.706, -2.844], [-0.812, 1.257, -1.613], [-0.274, 1.001, -2.366], [-0.028, -1.919, -2.157], [0.737, -2.851, -1.282], [-0.053, -2.618, -1.485]], "mulliken_charge": [-1.183, -0.277, -1.480, 1.610, -1.502, -1.494, 0.415, 0.296, 0.185, 0.289, 0.278, 0.400, 0.654, -0.299, 0.414, 0.460, 0.277, 0.298, 0.375, 0.401, 0.283, 0.274, -0.620, 0.305, 0.242, -0.599], "de_lowest_ev": 1.913, "homo_energy_ha": -0.3760, "spin_multiplicity": 1, "orbital_gap_ev": 10.9, "largest_force_ev_per_a": 9.09, "smiles": "CCCC(C)C.O.O"}

***

(4)
{"formula": "C6H18O3", "method": "ωB97M-V/def2-TZVPD", "elements": ["C", "C", "O", "H", "H", "H", "H", "H", "H", "C", "C", "O", "H", "H", "H", "H", "H", "H", "C", "C", "O", "H", "H", "H", "H", "H", "H"], "xyz": [[20.261, 22.130, 25.384], [20.471, 22.486, 26.818], [19.342, 22.297, 27.610], [19.804, 21.144, 25.299], [21.225, 22.223, 24.884], [19.603, 22.904, 24.988], [20.678, 23.554, 26.886], [21.356, 22.050, 27.281], [19.266, 22.995, 28.265], [15.593, 19.598, 25.873], [17.064, 19.953, 26.285], [17.103, 20.722, 27.474], [15.194, 20.475, 25.364], [14.940, 19.190, 26.644], [15.663, 18.824, 25.109], [17.562, 20.631, 25.592], [17.721, 19.113, 26.511], [18.019, 21.007, 27.511], [18.485, 16.436, 28.968], [17.959, 16.354, 27.546], [18.385, 15.160, 26.944], [18.051, 17.258, 29.537], [19.572, 16.450, 29.050], [18.231, 15.600, 29.620], [18.397, 17.147, 26.939], [16.888, 16.487, 27.397], [19.342, 15.084, 26.958]], "lowdin_spin": [0.001, 0.001, 0.008, 0.001, 0.000, 0.000, 0.000, 0.001, 0.000, 0.010, 0.131, 0.666, 0.006, 0.002, -0.001, 0.049, 0.063, 0.005, 0.004, 0.013, 0.031, 0.000, 0.000, 0.001, 0.007, 0.000, 0.000], "total_charge": 1, "de_lowest_ev": 0.769, "homo_energy_ha": [-0.4940, -0.4841], "spin_multiplicity": 2, "orbital_gap_ev": [10.6, 3.7], "largest_force_ev_per_a": 3.60}

***

(5)
{"formula": "C6H18O6", "method": "ωB97M-V/def2-TZVPD", "elements": ["C", "C", "O", "O", "H", "H", "H", "H", "H", "H", "C", "C", "O", "O", "H", "H", "H", "H", "H", "H", "C", "C", "O", "O", "H", "H", "H", "H", "H", "H"], "xyz": [[-1.775, -1.506, 1.823], [-1.038, -1.941, 0.515], [-1.923, -1.936, -0.639], [-2.766, -2.496, 1.927], [-2.383, -0.604, 1.746], [-1.351, -1.579, 2.825], [-0.797, -3.004, 0.519], [-0.182, -1.330, 0.228], [-1.433, -2.490, -1.250], [-2.972, -2.519, 0.989], [-1.666, 2.577, -1.800], [-2.238, 1.753, -0.657], [-1.510, 1.852, 0.557], [-0.395, 2.113, -1.913], [-1.797, 3.630, -1.551], [-2.217, 2.491, -2.736], [-2.211, 0.719, -1.003], [-3.277, 2.052, -0.525], [-0.621, 1.695, 0.232], [-0.146, 2.420, -2.788], [3.889, 0.285, 0.376], [2.735, -0.666, 0.459], [2.641, -1.718, -0.442], [3.842, 1.496, 1.103], [3.982, 0.402, -0.704], [4.767, -0.276, 0.695], [1.870, -0.046, 0.225], [2.473, -1.085, 1.431], [3.385, -2.324, -0.439], [3.113, 2.040, 0.796]], "mulliken_charge": [-0.281, -0.332, -0.602, -0.574, 0.180, 0.324, 0.487, 0.131, 0.323, 0.334, -0.529, -0.301, -0.499, -0.489, 0.281, 0.384, 0.146, 0.394, 0.309, 0.287, -0.547, 0.313, -0.543, -0.494, 0.308, 0.313, -0.298, 0.373, 0.298, 0.305], "de_lowest_ev": 3.484, "homo_energy_ha": -0.3579, "spin_multiplicity": 1, "orbital_gap_ev": 10.2, "largest_force_ev_per_a": 2.94, "smiles": "OCCO.OCCO.OCCO"}

***

(6)
{"formula": "C6H18O6Tl", "method": "ωB97M-V/def2-TZVPD", "elements": ["Tl", "C", "C", "O", "O", "H", "H", "H", "H", "H", "H", "C", "C", "O", "O", "H", "H", "H", "H", "H", "H", "C", "C", "O", "O", "H", "H", "H", "H", "H", "H"], "xyz": [[-25.675, 3.221, 18.917], [-25.352, 1.824, 15.290], [-24.112, 2.782, 15.386], [-24.222, 3.761, 16.409], [-25.641, 1.151, 16.513], [-25.176, 1.176, 14.431], [-26.265, 2.378, 15.068], [-24.049, 3.278, 14.418], [-23.106, 2.416, 15.596], [-23.779, 4.517, 16.018], [-26.306, 0.502, 16.271], [-23.431, 0.081, 19.058], [-24.171, -0.013, 20.403], [-25.441, 0.611, 20.310], [-23.440, 1.432, 18.593], [-23.814, -0.652, 18.348], [-22.425, -0.316, 19.191], [-23.604, 0.517, 21.167], [-24.252, -1.082, 20.603], [-26.102, 0.031, 20.695], [-22.741, 1.571, 17.950], [-23.756, 3.286, 22.406], [-25.116, 3.722, 22.985], [-26.289, 3.431, 22.170], [-23.637, 3.483, 21.006], [-23.618, 2.230, 22.635], [-22.984, 3.783, 22.993], [-24.995, 4.782, 23.209], [-25.369, 3.327, 23.968], [-27.020, 3.940, 22.527], [-22.716, 3.424, 20.743]], "mulliken_charge": [1.081, -0.434, -0.467, -0.387, -0.276, 0.401, 0.366, 0.458, 0.303, 0.318, 0.310, -0.505, -0.177, -0.307, -0.319, 0.326, 0.426, 0.030, 0.477, 0.317, 0.231, -0.231, -0.456, -0.337, -0.360, 0.225, 0.457, 0.413, 0.433, 0.356, 0.329], "total_charge": 3, "de_lowest_ev": 3.051, "homo_energy_ha": -0.7570, "spin_multiplicity": 1, "orbital_gap_ev": 3.0, "largest_force_ev_per_a": 2.60}

***

(7)
{"formula": "C6H19Br2CuN5O3", "method": "ωB97M-V/def2-TZVPD", "elements": ["Cu", "Br", "Br", "C", "O", "N", "N", "H", "H", "H", "H", "C", "O", "N", "N", "H", "H", "H", "H", "C", "C", "C", "O", "C", "N", "H", "H", "H", "H", "H", "H", "H", "H", "H", "H", "H"], "xyz": [[0.098, -0.610, 0.813], [1.948, -0.403, 2.670], [-1.762, -2.086, 1.883], [1.667, 2.178, 0.204], [1.184, 1.062, 0.003], [1.109, 3.302, -0.360], [2.696, 2.343, 1.063], [0.365, 3.159, -1.015], [1.414, 4.239, -0.179], [3.119, 3.242, 1.193], [2.999, 1.526, 1.580], [-2.011, 1.749, 2.165], [-1.014, 1.176, 1.748], [-3.114, 1.056, 2.584], [-2.056, 3.123, 2.273], [-3.092, 0.054, 2.448], [-3.872, 1.530, 3.034], [-1.233, 3.586, 1.932], [-2.903, 3.647, 2.379], [-0.711, -1.527, -3.407], [-0.497, -1.717, -1.918], [0.927, -2.149, -1.600], [1.069, -2.193, -0.201], [1.636, -3.364, 0.348], [-0.750, -0.459, -1.151], [-0.382, -2.411, -3.960], [-0.086, -0.715, -3.798], [-1.755, -1.321, -3.636], [-1.166, -2.489, -1.534], [1.680, -1.489, -2.048], [1.079, -3.152, -2.015], [0.926, -4.193, 0.295], [1.918, -3.188, 1.382], [2.562, -3.638, -0.171], [-1.703, -0.105, -1.258], [-0.289, 0.235, -1.748]], "lowdin_spin": [0.733, 0.120, 0.071, 0.003, 0.018, 0.001, 0.001, 0.000, 0.000, 0.000, 0.001, 0.000, -0.002, 0.000, 0.000, 0.000, 0.000, 0.000, 0.000, 0.002, 0.002, 0.000, 0.002, 0.000, 0.046, 0.000, 0.000, 0.000, 0.000, 0.000, 0.000, 0.000, 0.000, 0.000, 0.001, 0.002], "de_lowest_ev": 0.000, "homo_energy_ha": [-0.2931, -0.2926], "spin_multiplicity": 2, "orbital_gap_ev": [8.2, 7.2], "largest_force_ev_per_a": 1.26}

***

(8)
{"formula": "C6H19MnO2PS", "method": "ωB97M-V/def2-TZVPD", "elements": ["Mn", "H", "H", "P", "C", "H", "H", "H", "C", "H", "H", "H", "C", "H", "H", "H", "C", "O", "H", "H", "C", "S", "C", "O", "H", "H", "H", "H", "H", "H"], "xyz": [[-0.071, 0.152, -0.062], [2.282, 0.495, 2.382], [2.407, -0.240, 2.230], [0.385, -2.035, -0.767], [-0.758, -3.368, -0.186], [-0.543, -4.338, -0.668], [-0.663, -3.467, 0.908], [-1.794, -3.064, -0.412], [0.361, -2.272, -2.600], [1.119, -1.609, -3.047], [0.563, -3.322, -2.876], [-0.629, -1.971, -2.981], [2.044, -2.725, -0.311], [2.109, -2.814, 0.786], [2.209, -3.718, -0.767], [2.827, -2.029, -0.656], [-1.290, -0.345, 1.320], [-2.012, -0.647, 2.197], [1.112, 0.619, -1.255], [-1.302, 0.160, -1.071], [-2.171, 3.468, 0.622], [-0.566, 3.082, -0.153], [0.405, 4.193, 0.919], [-0.327, 1.856, 0.747], [-2.445, 4.519, 0.394], [-2.141, 3.329, 1.724], [-2.950, 2.803, 0.194], [0.201, 4.008, 1.995], [1.485, 4.034, 0.720], [0.155, 5.246, 0.674]], "lowdin_spin": [3.386, 0.001, 0.001, -0.083, -0.015, -0.004, 0.000, 0.000, 0.005, -0.001, 0.000, -0.001, -0.014, 0.000, -0.004, 0.000, 0.008, 0.034, -0.175, -0.194, 0.002, 0.006, 0.004, 0.045, 0.000, 0.000, 0.000, 0.000, 0.000, 0.000], "total_charge": 2, "homo_energy_ha": [-0.6699, -0.6659], "spin_multiplicity": 4, "orbital_gap_ev": [8.2, 8.4], "largest_force_ev_per_a": 10.33}